Record 1
{
  "formula": "C9H13NO2",
  "method": "ωB97M-V/def2-TZVPD",
  "symbols": ["C", "C", "C", "C", "C", "O", "C", "C", "H", "H", "H", "H", "H", "H", "H", "H", "C", "C", "N", "O", "H", "H", "H", "H", "H"],
  "xyz": [[2.5673, -0.7317, 1.5101], [1.7627, 0.4633, 1.1033], [0.9886, 1.1677, 2.0094], [-0.0378, 2.0384, 1.6148], [-0.3720, 2.1288, 0.2739], [-1.4158, 2.9284, -0.1301], [0.5371, 1.6070, -0.6388], [1.5552, 0.7549, -0.2527], [3.4203, -0.9101, 0.8556], [1.9537, -1.6358, 1.4721], [3.0942, -0.6263, 2.4571], [1.0701, 1.1233, 3.0847], [-0.5615, 2.6019, 2.3838], [-1.8586, 2.4951, -0.8762], [0.2916, 1.6946, -1.6932], [2.0577, 0.0676, -0.9285], [-0.7166, -2.1480, -1.4984], [-2.1759, -1.8640, -1.7120], [-2.6778, -0.9437, -0.8329], [-2.8828, -2.4315, -2.5125], [-0.5869, -2.8845, -0.6942], [-0.0932, -1.2643, -1.3601], [-0.2496, -2.6562, -2.3433], [-3.6076, -0.5966, -1.0252], [-2.0625, -0.3784, -0.2668]],
  "spin_multiplicity": 1,
  "e_homo_ev": -8.97,
  "lumo_ev": 0.5,
  "total_energy_ha": -555.982595,
  "e_above_lowest_kj_mol": 55.5,
  "smiles": "Cc1ccc(O)cc1.CC(N)=O",
  "gap_ha": 0.349
}


Record 2
{
  "formula": "C38H27Cl2CoGeN4O2S",
  "method": "ωB97M-V/def2-TZVPD",
  "symbols": ["Co", "Cl", "C", "C", "C", "Cl", "C", "O", "C", "C", "O", "C", "H", "H", "H", "S", "C", "C", "C", "C", "C", "C", "C", "C", "C", "N", "H", "H", "H", "H", "H", "H", "Ge", "C", "C", "C", "C", "C", "C", "C", "C", "C", "C", "C", "C", "H", "H", "H", "H", "H", "H", "H", "H", "H", "H", "H", "N", "C", "C", "C", "C", "C", "C", "C", "N", "C", "C", "N", "C", "H", "H", "H", "H", "H", "H", "H"],
  "xyz": [[0.6634, -0.1633, 0.0570], [-4.3093, -5.1948, 1.6383], [-3.3671, -3.7934, 1.2656], [-4.0083, -2.6322, 0.8217], [-3.2753, -1.5087, 0.5334], [-4.0736, -0.0886, -0.0500], [-1.8616, -1.4583, 0.6729], [-1.2407, -0.3541, 0.4199], [-1.2360, -2.6735, 1.0756], [0.1914, -2.8463, 1.1692], [1.0852, -2.0539, 0.8578], [-2.0062, -3.8128, 1.3849], [-5.0834, -2.6176, 0.7036], [0.5051, -3.8255, 1.5581], [-1.5062, -4.7167, 1.7107], [4.3029, 2.3508, 0.7344], [5.0764, 0.9125, 1.2341], [4.5483, -0.1842, 0.6265], [3.5056, 0.1500, -0.2755], [3.2660, 1.4977, -0.3380], [2.1997, 2.1978, -1.0696], [2.4167, 3.3836, -1.7618], [1.3404, 4.0192, -2.3550], [0.0767, 3.4608, -2.2489], [-0.0646, 2.2774, -1.5503], [0.9705, 1.6692, -0.9630], [5.8775, 0.9494, 1.9550], [4.8947, -1.1920, 0.8024], [3.4182, 3.7852, -1.8359], [1.4869, 4.9435, -2.8983], [-0.7876, 3.9336, -2.6928], [-1.0305, 1.8026, -1.4170], [1.0447, 1.0964, 2.2750], [1.8007, 0.4979, 3.9467], [1.8456, 1.2572, 5.1221], [2.4490, 0.7520, 6.2612], [3.0228, -0.5148, 6.2384], [2.9994, -1.2776, 5.0784], [2.3918, -0.7727, 3.9395], [0.1634, 2.8067, 2.6260], [0.4071, 3.8500, 1.7275], [-0.1810, 5.0949, 1.8987], [-1.0572, 5.3031, 2.9546], [-1.3311, 4.2707, 3.8422], [-0.7151, 3.0382, 3.6871], [2.9981, -0.5961, -0.8744], [1.4190, 2.2523, 5.1395], [2.4786, 1.3427, 7.1673], [3.4953, -0.9062, 7.1301], [3.4548, -2.2594, 5.0657], [2.3730, -1.3640, 3.0292], [1.0727, 3.7001, 0.8845], [0.0369, 5.8983, 1.2064], [-1.5283, 6.2685, 3.0860], [-2.0205, 4.4294, 4.6612], [-0.9326, 2.2487, 4.3975], [-6.0363, -3.7589, -7.3037], [-5.1306, -3.4209, -6.6839], [-3.9971, -2.9973, -5.9087], [-4.1407, -1.9790, -4.9696], [-3.0479, -1.5637, -4.2305], [-1.8208, -2.1832, -4.4212], [-1.6703, -3.2045, -5.3475], [-2.7592, -3.6065, -6.0993], [-0.7007, -1.7704, -3.6428], [0.6085, -1.6644, -4.0571], [1.3108, -1.2520, -2.9708], [0.4600, -1.1086, -1.8933], [-0.7378, -1.4245, -2.3398], [-5.1035, -1.5071, -4.8323], [-3.1492, -0.7538, -3.5193], [-0.7139, -3.6957, -5.4673], [-2.6586, -4.4007, -6.8257], [0.9050, -1.8657, -5.0711], [2.3667, -1.0515, -2.9086], [-1.6465, -1.4252, -1.7626]],
  "spin_multiplicity": 4,
  "e_homo_ev": [-10.54, -10.61],
  "lumo_ev": [-3.3, -3.4],
  "total_charge": 1,
  "total_energy_ha": -6611.866086,
  "e_above_lowest_kj_mol": 68.7,
  "gap_ha": [0.265, 0.265]
}